Entry 1:
C35H26BrCl4GaN3O7 | ωB97M-V/def2-TZVPD

Properties
net charge = -1
largest force on an atom = 0.0071 Eh/bohr
total energy = -8380.0977 a.u.
ΔE to the lowest compared entry with this formula, charge and spin = 0.0 kJ/mol

Geometry (Å):
Ga  1.69796  0.54132  0.10822
Cl  6.15406  -3.72561  -2.57222
C  5.42780  -2.38757  -1.74470
C  6.21431  -1.45242  -1.10209
Cl  7.93991  -1.59776  -1.11292
C  5.61433  -0.37894  -0.42646
Cl  6.57005  0.81032  0.39209
C  4.23892  -0.24276  -0.39687
O  3.59919  0.72036  0.23665
C  3.42466  -1.19808  -1.07615
O  2.13404  -1.00068  -1.01952
C  4.03270  -2.25627  -1.72932
Cl  3.01255  -3.41438  -2.52100
C  -3.82590  -4.31715  2.47423
O  -3.37263  -3.05161  2.04783
C  -3.90073  -2.54285  0.89225
C  -4.97318  -3.08968  0.21603
C  -5.41514  -2.50608  -0.96955
C  -4.77218  -1.39221  -1.46429
C  -3.68782  -0.83918  -0.78869
C  -3.24209  -1.39896  0.39739
N  -2.15191  -0.94542  1.15390
C  -1.09957  -0.19489  0.63410
N  -1.44974  1.01474  0.15904
C  -0.73665  1.92110  -0.65891
C  0.62612  1.84609  -0.90900
C  1.17497  2.81869  -1.75119
C  0.41205  3.83796  -2.28267
C  -0.95084  3.91262  -2.00471
C  -1.52598  2.94770  -1.20404
O  -2.86206  2.90790  -0.86925
C  -3.65828  4.00061  -1.26566
N  0.11511  -0.62434  0.68355
C  0.38430  -1.96591  1.03629
C  1.14222  -2.23785  2.16059
C  1.51711  -3.54446  2.45401
C  1.13977  -4.56790  1.60379
C  0.38263  -4.30717  0.46607
C  -0.00212  -3.00627  0.17900
O  -0.74469  -2.63665  -0.89533
C  -0.95890  -3.60050  -1.90247
H  -3.21856  -4.57882  3.33645
H  -3.68894  -5.06654  1.68922
H  -4.87925  -4.28285  2.76719
H  -5.46680  -3.96976  0.59937
H  -6.25491  -2.93648  -1.49717
H  -5.09835  -0.93732  -2.38965
H  -3.18524  0.01942  -1.20736
H  -1.83628  -1.64183  1.81732
H  -2.37824  1.31584  0.41049
H  2.23798  2.79420  -1.95765
H  0.86928  4.59803  -2.90329
H  -1.54318  4.71789  -2.41338
H  -4.64969  3.81839  -0.85679
H  -3.72280  4.07031  -2.35548
H  -3.26393  4.93948  -0.86706
H  1.44507  -1.40665  2.78666
H  2.11890  -3.74735  3.32865
H  1.44576  -5.58546  1.81030
H  0.12140  -5.11497  -0.20133
H  -1.47986  -3.08259  -2.70367
H  -1.58355  -4.42389  -1.53943
H  -0.00670  -3.98990  -2.27174
Br  3.14843  7.48013  -0.43335
C  2.51742  5.92298  0.46347
C  1.24908  5.93788  1.01925
C  0.79147  4.79805  1.65960
C  1.57536  3.65281  1.71524
C  2.84710  3.66373  1.15549
C  3.33094  4.80708  0.53574
C  1.01389  2.39659  2.35449
O  0.17371  2.49745  3.23866
O  1.52511  1.29527  1.93128
H  0.63385  6.82442  0.94974
H  -0.18884  4.77108  2.11740
H  3.45738  2.76942  1.18753
H  4.31863  4.81809  0.09584



Entry 2:
C3H11NO | ωB97M-V/def2-TZVPD

Properties
largest force on an atom = 0.0679 Eh/bohr
total energy = -250.8438 a.u.
SMILES = CCOC.N
ΔE to the lowest compared entry with this formula, charge and spin = 138.8 kJ/mol

Geometry (Å):
C  -1.47511  -0.49058  1.65426
C  -1.11069  -0.06238  0.26120
O  0.19907  -0.58413  -0.07783
C  0.27041  -1.24297  -1.37937
H  -2.47873  -0.20685  1.97388
H  -0.75461  -0.05436  2.35183
H  -1.41552  -1.56724  1.80949
H  -1.75061  -0.74178  -0.32384
H  -1.20761  0.95143  -0.12068
H  -0.64089  -1.79637  -1.57703
H  0.41436  -0.40310  -2.05771
H  1.10789  -1.91630  -1.22633
N  1.91911  2.21353  -0.28251
H  2.53805  1.45977  -0.01236
H  1.06482  1.78878  0.06381
H  1.93408  2.25175  -1.29282



Entry 3:
C5H22NO5 | ωB97M-V/def2-TZVPD

Properties
net charge = +1
largest force on an atom = 0.1264 Eh/bohr
total energy = -634.3593 a.u.
ΔE to the lowest compared entry with this formula, charge and spin = 308.6 kJ/mol

Geometry (Å):
C  1.07707  0.02814  -1.77768
C  -0.20914  -0.11279  -0.94499
N  -0.18257  -0.35907  0.52040
C  -0.38611  1.00614  1.20443
C  -0.60924  2.00118  0.08880
C  -0.97527  1.13941  -1.03608
H  1.43197  -0.98750  -2.22392
H  1.78080  0.41321  -0.99094
H  1.06674  0.81878  -2.56857
H  -0.70302  -0.99076  -1.50639
H  0.84060  -0.62559  0.84456
H  -0.89464  -1.13907  0.76440
H  -1.12943  0.94345  1.99718
H  0.61551  1.15982  1.71687
H  -1.56411  2.57648  0.39597
H  0.31062  2.65757  -0.07109
H  -0.92139  1.61826  -2.02141
H  -1.98785  0.80583  -1.00833
H  4.00666  3.02615  -1.21247
H  3.76202  3.66347  0.07543
O  3.41774  2.93264  -0.44390
H  2.78950  0.13949  1.51046
H  2.70055  1.59495  1.06477
O  2.15589  0.76854  1.32965
H  -1.69983  -4.38049  0.01475
H  -2.29395  -3.04732  -0.26613
O  -1.49476  -3.50417  -0.16779
H  -4.63758  -0.50168  0.50412
H  -4.61948  -1.12961  1.86370
O  -4.03980  -0.97199  0.97415
H  0.35181  -3.42701  1.02714
H  1.14877  -3.32721  -0.25316
O  0.89193  -2.78919  0.59606



Entry 4:
C5H11O2 | ωB97M-V/def2-TZVPD

Properties
net charge = -1
largest force on an atom = 0.0802 Eh/bohr
total energy = -347.5972 a.u.
ΔE to the lowest compared entry with this formula, charge and spin = 137.9 kJ/mol

Geometry (Å):
C  2.01194  0.62606  -1.41588
C  1.28358  2.05998  -1.76066
O  1.84215  3.03266  -1.14521
O  0.25532  2.12839  -2.41459
H  2.57923  0.89451  -0.42865
H  2.62116  0.22176  -2.15635
H  1.32384  -0.15956  -1.08629
C  -0.71303  -0.43930  1.30372
C  -1.27992  -1.87013  1.68652
C  -1.15114  0.06609  -0.16406
H  -1.18935  0.15352  2.08598
H  0.30796  -0.51236  1.50208
H  -2.35815  -1.99392  1.57974
H  -1.05494  -2.00312  2.77738
H  -2.16102  0.56996  -0.01714
H  -0.46794  0.84935  -0.77496
H  -0.74651  -2.70872  1.17796
H  -1.10316  -0.91517  -0.74958



Entry 5:
C20H20O5 | ωB97M-V/def2-TZVPD

Properties
largest force on an atom = 0.1009 Eh/bohr
total energy = -1150.2665 a.u.
SMILES = Cc1oc2c(CC(C)C)c(O)c(O)c(O)c2c(=O)c1-c1ccccc1
ΔE to the lowest compared entry with this formula, charge and spin = 230.0 kJ/mol

Geometry (Å):
C  -2.41183  0.88587  0.09813
C  -0.93655  1.08205  0.62914
O  -0.24459  -0.12759  0.71942
C  1.13078  -0.20463  1.08856
C  1.84002  -1.41363  1.14519
C  1.18457  -2.73808  0.78011
C  1.69031  -3.24459  -0.64389
C  1.49949  -2.03188  -1.66283
C  0.79316  -4.45057  -1.18072
C  3.11917  -1.41258  1.53400
O  3.83553  -2.57533  1.73045
C  3.91837  -0.24282  1.74032
O  5.28590  -0.30517  1.87008
C  3.26132  1.00548  1.60787
O  4.00378  2.06506  1.91285
C  1.83604  1.01003  1.43350
C  1.03839  2.29486  1.46171
O  1.59866  3.39101  1.50318
C  -0.41549  2.29168  1.00313
C  -1.17603  3.58213  0.90910
C  -1.59331  4.15572  -0.29912
C  -2.30802  5.34910  -0.31768
C  -2.74008  5.83690  0.93666
C  -2.56660  5.11322  2.11126
C  -1.76429  4.06807  2.11894
H  -3.10608  0.93225  0.89054
H  -2.61501  1.63540  -0.74662
H  -2.49759  -0.11098  -0.47150
H  1.17021  -3.38727  1.63608
H  0.15425  -2.65514  0.65450
H  2.70997  -3.40510  -0.54944
H  1.49060  -2.32910  -2.76525
H  2.27128  -1.25065  -1.55249
H  0.47749  -1.68704  -1.46158
H  -0.31203  -4.18823  -1.00749
H  1.00913  -5.43447  -0.69406
H  0.89140  -4.46932  -2.27800
H  4.78124  -2.36800  1.76913
H  5.60513  0.64954  1.85208
H  3.46159  2.94214  1.74044
H  -1.26802  3.74484  -1.27710
H  -2.49248  5.88414  -1.21483
H  -3.14889  6.83488  1.05105
H  -3.07859  5.52540  2.95732
H  -1.56932  3.56543  3.05082



Entry 6:
C10H14BIN6Pb | ωB97M-V/def2-TZVPD

Properties
net charge = +2
largest force on an atom = 0.1769 Eh/bohr
total energy = -1232.5739 a.u.
ΔE to the lowest compared entry with this formula, charge and spin = 43.4 kJ/mol

Geometry (Å):
H  -0.38218  -3.11972  -2.14474
N  -0.28531  -1.12825  -1.42280
B  -0.62752  1.32469  -0.96472
N  -0.79722  0.06677  -1.87251
C  -1.33269  -0.10713  -3.10082
Pb  0.89286  -1.32351  0.90456
H  -1.74514  0.73044  -3.64111
C  -1.21520  -1.45934  -3.44332
H  -1.53257  -1.94349  -4.34906
C  -0.58390  -2.06773  -2.33446
H  -1.00588  2.29387  -1.54643
C  1.73427  -1.96926  2.62301
H  1.99743  -2.99911  2.87752
H  0.90797  -1.75039  3.31704
H  2.59963  -1.30733  2.75962
N  0.89878  1.41335  -0.55086
N  -1.43238  1.11262  0.35150
N  1.57865  0.44126  0.21427
N  -1.04298  0.13721  1.24950
C  1.74405  2.40132  -0.90443
C  -2.49511  1.78075  0.84487
H  1.33225  3.24182  -1.48676
H  -2.89871  2.62927  0.30853
C  3.02128  2.08657  -0.40409
C  -2.86256  1.18763  2.05505
C  2.89132  0.86858  0.26689
C  -1.95386  0.12742  2.24822
H  3.90263  2.69324  -0.53170
H  -3.66891  1.47825  2.70517
H  3.64381  0.28018  0.75411
H  -1.94159  -0.64703  3.01042
H  1.70953  -2.84992  1.02390
I  -1.05075  -3.62303  1.18360



Entry 7:
C4H7N3S | ωB97M-V/def2-TZVPD

Properties
largest force on an atom = 0.1100 Eh/bohr
total energy = -718.9218 a.u.
SMILES = S=C1NNC[C@]12CN2
ΔE to the lowest compared entry with this formula, charge and spin = 474.6 kJ/mol

Geometry (Å):
S  -1.49440  1.52909  2.13615
C  -0.85964  0.86094  0.72887
N  -1.14519  1.29401  -0.44818
N  -0.49624  0.74942  -1.62393
C  -0.34350  -0.60084  -1.25627
C  0.19708  -0.21021  0.27576
C  0.92325  -1.19937  1.30967
N  1.48949  0.10228  0.87878
H  -1.81949  2.00194  -0.69304
H  0.36514  1.27205  -1.69567
H  -1.47192  -1.04681  -1.17993
H  0.46565  -1.21274  -1.63989
H  1.41654  -2.08255  0.86736
H  0.57132  -1.28425  2.23779
H  2.20190  -0.17295  0.10254



Entry 8:
C2H15NO5 | ωB97M-V/def2-TZVPD

Properties
largest force on an atom = 0.0432 Eh/bohr
total energy = -516.0887 a.u.
SMILES = CNCO.O.O.O.O
ΔE to the lowest compared entry with this formula, charge and spin = 187.4 kJ/mol

Geometry (Å):
C  -2.79508  0.81609  1.79746
N  -1.94540  0.25422  0.75589
C  -1.15586  1.17615  -0.02884
O  -0.25076  0.40985  -0.82344
H  -3.79617  1.11566  1.45998
H  -2.32330  1.65045  2.30874
H  -2.97302  0.11812  2.61479
H  -2.55024  -0.20755  0.08717
H  -1.69577  1.63628  -0.86678
H  -0.61296  1.86050  0.63467
H  0.20978  -0.23919  -0.26911
O  -3.50460  -3.38993  2.74782
H  -4.42577  -3.60504  2.88796
H  -3.38434  -2.54571  2.29262
O  5.22395  -1.45393  -5.27797
H  4.31591  -1.64213  -4.97925
H  5.01044  -0.52655  -5.07494
O  3.17313  2.02094  1.32310
H  3.18228  2.79497  1.87439
H  3.40995  2.17124  0.41684
O  2.43373  -1.10792  -1.16672
H  2.93391  -0.28015  -1.28924
H  1.52021  -1.02636  -1.42512



Which of these has the highest total energy?
C3H11NO



What did the fifth record say?
C20H20O5 | ωB97M-V/def2-TZVPD

Properties
largest force on an atom = 0.1009 Eh/bohr
total energy = -1150.2665 a.u.
SMILES = Cc1oc2c(CC(C)C)c(O)c(O)c(O)c2c(=O)c1-c1ccccc1
ΔE to the lowest compared entry with this formula, charge and spin = 230.0 kJ/mol

Geometry (Å):
C  -2.41183  0.88587  0.09813
C  -0.93655  1.08205  0.62914
O  -0.24459  -0.12759  0.71942
C  1.13078  -0.20463  1.08856
C  1.84002  -1.41363  1.14519
C  1.18457  -2.73808  0.78011
C  1.69031  -3.24459  -0.64389
C  1.49949  -2.03188  -1.66283
C  0.79316  -4.45057  -1.18072
C  3.11917  -1.41258  1.53400
O  3.83553  -2.57533  1.73045
C  3.91837  -0.24282  1.74032
O  5.28590  -0.30517  1.87008
C  3.26132  1.00548  1.60787
O  4.00378  2.06506  1.91285
C  1.83604  1.01003  1.43350
C  1.03839  2.29486  1.46171
O  1.59866  3.39101  1.50318
C  -0.41549  2.29168  1.00313
C  -1.17603  3.58213  0.90910
C  -1.59331  4.15572  -0.29912
C  -2.30802  5.34910  -0.31768
C  -2.74008  5.83690  0.93666
C  -2.56660  5.11322  2.11126
C  -1.76429  4.06807  2.11894
H  -3.10608  0.93225  0.89054
H  -2.61501  1.63540  -0.74662
H  -2.49759  -0.11098  -0.47150
H  1.17021  -3.38727  1.63608
H  0.15425  -2.65514  0.65450
H  2.70997  -3.40510  -0.54944
H  1.49060  -2.32910  -2.76525
H  2.27128  -1.25065  -1.55249
H  0.47749  -1.68704  -1.46158
H  -0.31203  -4.18823  -1.00749
H  1.00913  -5.43447  -0.69406
H  0.89140  -4.46932  -2.27800
H  4.78124  -2.36800  1.76913
H  5.60513  0.64954  1.85208
H  3.46159  2.94214  1.74044
H  -1.26802  3.74484  -1.27710
H  -2.49248  5.88414  -1.21483
H  -3.14889  6.83488  1.05105
H  -3.07859  5.52540  2.95732
H  -1.56932  3.56543  3.05082



The lowest total energy belongs to which entry?
C35H26BrCl4GaN3O7